A structure of composition C7H6Br3IO, computed with ωB97M-V/def2-TZVPD.

XYZ file:
```
18
Properties=species:S:1:pos:R:3
C 0.81758 2.16404 -0.50434
H 1.13799 2.81692 0.37055
H -0.97944 3.10085 0.98896
H 1.74110 1.54409 -0.75814
Br 1.14887 -2.13036 1.72862
C -0.45205 -0.09784 -0.10167
H -2.14959 1.59482 1.08094
C 0.07655 -1.01102 -1.04293
C 0.06253 -2.52309 -0.93774
O -0.02054 -3.29093 -1.89273
C -0.20756 1.24915 0.06754
C -1.11560 1.95030 1.02671
I 0.50645 -5.08640 0.36039
H 0.42955 2.73064 -1.32260
C 0.31826 -3.04410 0.34514
Br 1.25446 -0.51827 -2.40702
H -0.71240 1.46385 2.00172
Br -1.85616 -0.91266 0.99658
```

## Properties
ΔE to the lowest compared entry with this formula, charge and spin: 2.3250 eV
HOMO energy (spin up / spin down): -7.87 / -8.67 eV
M: 472.74 g mol⁻¹
Spin multiplicity: 1
Frontier orbital gap (spin up / spin down): 5.97 / 7.40 eV
Total energy: -227627.714 eV

Charges per atom according to Mulliken partitioning, unit e:
1. C -1.347
2. H 0.418
3. H 0.334
4. H 0.423
5. Br 0.032
6. C -0.117
7. H 0.412
8. C 0.067
9. C 0.701
10. O -0.570
11. C 1.157
12. C -1.633
13. I 0.198
14. H 0.281
15. C -0.569
16. Br -0.115
17. H 0.399
18. Br -0.069